{"formula": "C56H152HfN12O16", "method": "ωB97M-V/def2-TZVPD", "species": ["Hf", "C", "C", "O", "H", "H", "H", "H", "H", "C", "C", "O", "H", "H", "H", "H", "H", "C", "C", "O", "H", "H", "H", "H", "H", "C", "C", "O", "H", "H", "H", "H", "H", "C", "C", "C", "O", "C", "N", "H", "H", "H", "H", "H", "H", "H", "H", "H", "H", "H", "C", "C", "C", "O", "C", "N", "H", "H", "H", "H", "H", "H", "H", "H", "H", "H", "H", "C", "C", "C", "O", "C", "N", "H", "H", "H", "H", "H", "H", "H", "H", "H", "H", "H", "C", "C", "C", "O", "C", "N", "H", "H", "H", "H", "H", "H", "H", "H", "H", "H", "H", "C", "C", "C", "O", "C", "N", "H", "H", "H", "H", "H", "H", "H", "H", "H", "H", "H", "C", "C", "C", "O", "C", "N", "H", "H", "H", "H", "H", "H", "H", "H", "H", "H", "H", "C", "C", "C", "O", "C", "N", "H", "H", "H", "H", "H", "H", "H", "H", "H", "H", "H", "C", "C", "C", "O", "C", "N", "H", "H", "H", "H", "H", "H", "H", "H", "H", "H", "H", "C", "C", "C", "O", "C", "N", "H", "H", "H", "H", "H", "H", "H", "H", "H", "H", "H", "C", "C", "C", "O", "C", "N", "H", "H", "H", "H", "H", "H", "H", "H", "H", "H", "H", "C", "C", "C", "O", "C", "N", "H", "H", "H", "H", "H", "H", "H", "H", "H", "H", "H", "C", "C", "C", "O", "C", "N", "H", "H", "H", "H", "H", "H", "H", "H", "H", "H", "H"], "positions_angstrom": [[14.735, 11.040, 14.963], [12.705, 11.024, 11.125], [14.041, 11.045, 11.861], [13.700, 11.384, 13.200], [12.345, 12.042, 10.878], [11.963, 10.661, 11.806], [12.635, 10.459, 10.150], [14.809, 11.752, 11.364], [14.589, 10.100, 11.879], [16.043, 12.301, 19.061], [15.316, 12.571, 17.703], [15.581, 11.656, 16.646], [17.130, 12.324, 18.946], [15.729, 11.362, 19.449], [15.705, 12.983, 19.846], [15.617, 13.615, 17.281], [14.222, 12.634, 17.812], [11.170, 11.188, 17.587], [11.674, 10.567, 16.224], [12.966, 10.890, 15.894], [10.282, 10.681, 17.879], [11.112, 12.274, 17.475], [11.860, 10.946, 18.376], [10.976, 10.933, 15.478], [11.663, 9.467, 16.195], [17.253, 9.231, 11.971], [16.281, 8.700, 13.030], [15.975, 9.664, 14.074], [18.174, 9.609, 12.326], [16.794, 9.934, 11.287], [17.620, 8.396, 11.389], [16.802, 7.898, 13.504], [15.403, 8.358, 12.447], [19.643, 7.717, 15.514], [19.258, 8.462, 16.790], [20.075, 9.729, 17.003], [19.612, 10.495, 18.043], [19.705, 9.981, 19.325], [17.800, 8.873, 16.669], [19.865, 8.327, 14.620], [18.872, 7.004, 15.354], [20.588, 7.210, 15.702], [19.353, 7.742, 17.627], [20.087, 10.341, 16.147], [21.154, 9.485, 17.270], [20.745, 9.758, 19.658], [19.219, 8.984, 19.389], [19.099, 10.658, 19.978], [17.507, 9.030, 15.726], [17.534, 9.746, 17.168], [27.274, 8.882, 18.728], [26.215, 9.978, 18.750], [25.420, 9.905, 20.063], [24.501, 10.967, 20.256], [23.492, 11.123, 19.273], [26.862, 11.321, 18.635], [28.057, 9.138, 18.023], [26.881, 7.969, 18.312], [27.755, 8.716, 19.683], [25.606, 9.730, 17.908], [26.213, 10.093, 20.861], [24.943, 8.929, 20.105], [22.775, 11.931, 19.578], [22.923, 10.215, 19.103], [23.973, 11.401, 18.370], [26.161, 12.103, 18.755], [27.109, 11.438, 17.655], [9.579, 17.653, 22.166], [10.626, 17.101, 21.258], [10.255, 17.058, 19.747], [11.198, 16.407, 18.950], [11.633, 15.079, 19.231], [11.836, 17.965, 21.272], [9.875, 17.867, 23.175], [8.730, 16.908, 22.267], [9.283, 18.580, 21.803], [10.894, 16.024, 21.514], [10.274, 18.074, 19.364], [9.208, 16.689, 19.662], [12.024, 14.639, 18.312], [10.895, 14.419, 19.738], [12.483, 15.092, 19.898], [12.535, 17.665, 21.947], [12.256, 17.879, 20.329], [11.941, 13.597, 14.424], [13.326, 14.197, 14.203], [13.398, 15.669, 14.576], [12.713, 15.846, 15.788], [12.627, 17.142, 16.273], [14.285, 13.472, 15.044], [11.560, 13.519, 15.468], [11.977, 12.579, 13.989], [11.260, 14.066, 13.767], [13.638, 14.029, 13.215], [12.777, 16.332, 13.888], [14.418, 16.041, 14.532], [12.217, 17.126, 17.240], [12.024, 17.743, 15.612], [13.675, 17.617, 16.375], [13.850, 13.381, 15.975], [15.082, 14.043, 15.283], [25.014, 7.334, 13.982], [25.967, 8.505, 13.721], [25.345, 9.854, 13.598], [24.660, 10.240, 14.779], [24.276, 11.658, 14.717], [26.936, 8.571, 14.777], [25.495, 6.382, 13.943], [24.140, 7.379, 13.326], [24.577, 7.285, 14.962], [26.411, 8.299, 12.746], [24.552, 9.775, 12.801], [26.163, 10.472, 13.345], [23.633, 11.884, 13.834], [25.199, 12.202, 14.582], [23.830, 12.023, 15.614], [27.858, 8.709, 14.395], [26.618, 9.230, 15.474], [22.077, 16.225, 21.757], [21.487, 14.798, 21.973], [22.140, 14.090, 23.126], [21.349, 12.942, 23.536], [21.768, 12.321, 24.771], [20.067, 14.902, 22.330], [21.958, 16.882, 22.638], [21.570, 16.749, 20.898], [23.150, 16.043, 21.551], [21.524, 14.205, 20.984], [22.224, 14.749, 24.007], [23.121, 13.682, 22.917], [21.445, 12.889, 25.676], [22.902, 12.269, 24.799], [21.375, 11.338, 24.824], [19.542, 15.221, 21.580], [19.675, 13.944, 22.438], [18.498, 15.272, 26.376], [18.039, 14.951, 24.927], [18.017, 13.460, 24.679], [17.612, 13.137, 23.315], [17.314, 11.797, 23.179], [16.794, 15.688, 24.739], [17.721, 15.019, 27.094], [18.753, 16.346, 26.441], [19.399, 14.733, 26.592], [18.713, 15.447, 24.239], [17.467, 12.838, 25.361], [19.040, 13.115, 24.727], [16.475, 11.469, 23.807], [18.138, 11.064, 23.271], [16.822, 11.702, 22.196], [16.255, 15.492, 23.875], [16.114, 15.427, 25.508], [19.819, 13.837, 18.018], [19.449, 14.955, 17.044], [18.029, 15.407, 17.439], [17.669, 16.426, 16.470], [16.295, 16.839, 16.612], [20.550, 15.864, 16.928], [18.963, 13.275, 18.297], [20.191, 14.293, 18.937], [20.578, 13.112, 17.635], [19.268, 14.468, 16.067], [17.991, 15.749, 18.431], [17.311, 14.592, 17.310], [16.111, 17.402, 17.515], [15.627, 15.990, 16.486], [16.070, 17.520, 15.716], [20.400, 16.553, 16.145], [20.759, 16.418, 17.714], [18.698, 12.100, 14.866], [17.574, 12.999, 14.380], [18.112, 14.137, 13.448], [16.970, 14.887, 13.015], [17.367, 15.687, 11.909], [16.465, 12.266, 13.789], [18.219, 11.425, 15.600], [19.554, 12.616, 15.368], [19.056, 11.447, 14.009], [17.194, 13.547, 15.255], [18.594, 13.617, 12.590], [18.857, 14.821, 13.911], [18.142, 16.394, 12.283], [16.576, 16.195, 11.445], [17.830, 15.108, 11.151], [16.056, 12.897, 13.024], [16.951, 11.512, 13.300], [14.622, 6.414, 17.259], [14.809, 7.530, 16.213], [13.675, 7.301, 15.154], [13.578, 8.384, 14.217], [12.725, 8.121, 13.155], [14.825, 8.969, 16.647], [15.087, 5.461, 16.865], [13.563, 6.262, 17.663], [15.296, 6.567, 18.141], [15.746, 7.439, 15.760], [12.749, 7.211, 15.754], [13.798, 6.297, 14.699], [11.781, 7.704, 13.565], [13.280, 7.394, 12.431], [12.466, 9.087, 12.771], [15.701, 9.025, 17.240], [14.074, 8.992, 17.388], [15.085, 16.064, 20.167], [16.101, 17.015, 20.932], [15.395, 17.690, 22.133], [16.283, 18.410, 22.894], [15.723, 19.154, 23.952], [17.348, 16.263, 21.146], [14.232, 16.573, 19.679], [14.687, 15.318, 20.881], [15.751, 15.574, 19.464], [16.347, 17.833, 20.233], [14.860, 16.914, 22.751], [14.617, 18.293, 21.659], [14.946, 19.833, 23.629], [16.534, 19.682, 24.449], [15.314, 18.438, 24.687], [17.057, 15.436, 21.708], [17.983, 16.710, 21.839], [13.367, 8.177, 22.522], [13.671, 8.795, 21.209], [15.179, 8.760, 20.763], [15.663, 7.379, 20.816], [17.047, 7.329, 20.753], [12.881, 8.160, 20.138], [12.255, 7.988, 22.630], [13.807, 8.711, 23.347], [13.862, 7.217, 22.516], [13.361, 9.848, 21.114], [15.738, 9.344, 21.472], [15.280, 9.233, 19.826], [17.546, 8.032, 21.525], [17.389, 7.684, 19.780], [17.359, 6.336, 21.064], [12.975, 7.145, 20.295], [11.926, 8.406, 20.372]], "forces_ev_per_angstrom": [[-1.1697, -1.5476, -0.6484], [-0.0691, 0.3865, -1.8154], [0.2878, 0.7704, 0.6265], [1.0008, 0.0754, -0.9017], [0.4570, -0.2386, 0.1772], [-0.3773, -0.4455, 0.2568], [0.3754, 0.3257, 0.9948], [-1.1294, -0.4343, 0.6433], [-0.4384, -0.2639, -0.3669], [-0.6385, 0.5973, -1.1766], [0.8243, 1.0874, -1.3655], [1.1258, 0.8852, 2.1461], [-0.1661, 0.0054, 0.0651], [-0.0490, -1.1860, 0.0508], [0.2288, 0.4631, -0.3160], [-0.3410, -1.2987, 1.1281], [0.0537, -0.1504, 0.5031], [1.5541, -0.7188, -1.4473], [0.1584, 0.0404, 0.6876], [0.3881, 1.2017, 0.0785], [-1.2676, 0.0980, 0.0522], [-0.3662, -0.1853, 0.1577], [0.6999, 0.0411, 0.3511], [-0.2966, -0.0065, -0.5139], [-0.7111, -0.0367, 0.4582], [-0.6510, -0.5591, -0.3049], [0.0306, 2.1430, 0.5314], [0.5351, -0.9736, -1.4015], [0.8437, 0.8962, 0.9679], [-0.0883, 0.2832, -0.0862], [-0.2940, -0.5066, -0.4827], [0.0053, -1.1094, 0.4045], [0.1362, -0.0562, 0.8249], [1.2636, 0.6855, 0.5293], [-1.6531, 1.0443, -0.7790], [2.2258, -2.1054, 1.3986], [-0.8473, 1.7839, 0.4288], [-0.7124, -1.1218, 0.8435], [0.6396, -0.0331, 1.4093], [-0.6480, 0.0803, 0.4299], [-0.5503, -0.7590, -0.5815], [0.0117, -0.3570, 0.0115], [-0.0423, 0.5099, -0.2974], [-0.1218, 0.6218, -1.1801], [-0.7297, -0.1457, -0.6218], [-0.3980, 0.7597, -0.0632], [-0.0439, 0.3648, -0.0124], [1.0066, -0.4442, -0.2632], [-0.0578, 0.0135, -0.8878], [0.8233, -0.7522, -0.2983], [0.2946, 0.3290, -0.3311], [0.6152, 0.5307, 0.7811], [1.4596, 1.1941, -0.0295], [-0.3928, 0.0712, 0.3974], [-0.3213, 0.3819, 0.9369], [-1.3311, 0.6082, -0.3580], [0.2571, 0.3135, -0.1154], [-0.3566, -0.5120, 0.2582], [0.0159, -0.0785, 0.3203], [-0.9517, 0.2616, -0.7318], [-1.2111, -0.6705, -0.6711], [-0.1204, -0.2331, 0.3955], [0.8112, -0.7074, -0.0495], [-0.1150, -0.3689, 0.0280], [0.1651, 0.3660, -1.2615], [0.7902, -1.3537, 0.2563], [0.3664, -0.1016, 0.0907], [-1.1618, -2.3596, 0.4506], [2.0648, -0.9976, -0.8984], [-1.1966, -0.0034, 1.3974], [0.2374, -0.7280, -0.3707], [-0.1882, -0.1682, 0.5629], [0.1692, -0.3351, -0.5962], [0.7595, -0.2285, 0.5254], [0.6326, 1.0575, -0.3241], [-1.0374, 1.6375, -0.8833], [-0.3813, 1.0885, 0.0424], [-0.2358, 0.2856, 0.0619], [0.5706, -0.2499, -0.2846], [-0.4780, 0.0638, -0.1537], [-0.0081, 0.4849, -0.6852], [0.3343, 0.1946, 0.4376], [-0.2237, 0.0107, -0.0911], [-0.0021, 0.1174, 0.9581], [0.4609, -1.6595, -0.2774], [-0.3149, 0.2912, 2.1030], [-2.3729, 1.2913, -1.4574], [0.6895, -1.2400, 1.1207], [2.5213, 0.8988, -0.7702], [-0.6752, -0.6642, 1.6155], [0.5020, 0.4479, -0.7797], [0.1600, 0.2973, 0.5934], [-1.0795, 1.0504, -0.3465], [0.2115, -0.0072, -1.5983], [0.9379, -0.8660, -0.1572], [0.3698, 0.1260, 0.4204], [-0.6954, -0.1438, 1.0782], [-0.2677, 0.5501, -0.3608], [-1.3451, -0.4556, -0.3082], [-0.0732, 0.0156, -0.5232], [0.5003, 0.1951, -0.4710], [-1.0453, 0.6329, -0.1700], [-0.8137, -1.1710, 0.6522], [-2.9588, -1.0371, -0.9395], [-0.2805, 1.3896, 0.4111], [0.8748, -1.2253, -1.4666], [0.8081, -0.8499, 0.1095], [0.6113, -0.5987, -0.6550], [0.2047, -0.2438, -0.3270], [-0.0477, 0.7295, 0.8082], [0.3948, 0.0977, 0.0567], [0.8617, 0.5606, 0.1665], [0.6004, 1.4425, -0.3569], [0.2264, -0.3864, 0.5979], [0.3397, 0.4791, -0.1159], [-0.4982, -0.3790, 0.7399], [0.1541, 0.4592, 0.5654], [0.5417, 0.1156, 0.0221], [-0.0647, -0.7083, -0.4357], [-1.2871, 0.3044, -1.2680], [-0.0304, -1.2020, 1.3980], [0.0399, -0.2257, 0.4462], [1.6088, 1.9610, -0.5133], [0.3231, -1.6613, 1.5332], [0.0563, -0.5495, -0.2493], [0.6410, -0.6666, 0.6998], [-0.4077, 0.6491, -0.0924], [0.6880, 0.6503, 1.3563], [-0.0768, 0.1702, -0.3346], [0.5160, 0.2470, -0.3665], [0.0802, -0.1362, -0.6387], [-1.1289, -0.0722, 0.0190], [-0.4628, -0.8659, -0.1700], [-0.9798, 1.2116, -1.9369], [0.5318, 0.8272, 0.3353], [0.0411, 0.4803, -1.1766], [-0.6681, 0.8750, 0.6318], [0.8897, -0.1749, -1.5882], [0.1750, 1.1002, 1.2090], [-1.4852, -1.0910, -1.1902], [-2.4842, -0.5665, 0.9109], [-0.0226, -0.0121, 0.1209], [-0.3708, -0.4853, 0.0417], [0.4819, -0.4465, 0.3228], [0.5369, -0.4610, -0.1630], [-0.7971, 0.0759, 0.5788], [0.6209, -0.1236, 0.3062], [0.2849, 0.1028, 0.6704], [0.0041, 0.5492, 0.0256], [0.7001, -0.1374, -0.0792], [0.9612, -0.0700, 0.5279], [1.0047, 0.4106, -1.0680], [1.2260, 0.0704, -0.2556], [-0.9830, -1.9627, 0.1607], [0.5743, 0.7827, -2.5514], [-0.9168, 0.0613, 0.8921], [0.9305, 0.7059, -2.3585], [-0.2955, 1.0876, -2.8960], [-0.8530, -0.6834, 0.1591], [0.2132, -0.0218, 0.1340], [-0.4905, 0.7500, 0.2197], [0.4687, 0.5166, 0.2251], [-0.1557, 0.8048, 1.5579], [0.2606, -0.2686, 0.1614], [-0.0670, -0.0162, 0.4868], [-0.1984, -0.2237, 0.4215], [0.4244, -0.8104, 1.2845], [0.0888, -1.0728, 1.1179], [0.0066, 0.4713, 1.4458], [-0.1335, -1.1301, -0.2635], [0.8891, 2.6010, 0.9008], [-0.6786, -1.0269, 0.0194], [0.5181, -0.2702, -0.5844], [1.5079, 0.3789, 1.6936], [0.6352, 0.9178, -2.0669], [0.4545, 0.1612, -0.2144], [-0.7977, -0.3250, -0.6325], [-0.1269, 0.7312, 0.9012], [-0.0682, -0.1753, 0.0639], [-0.1629, 0.4305, 0.0820], [-0.4227, -0.5174, 0.0302], [-0.5100, -0.0411, -0.4203], [-1.4201, 0.7561, -0.1026], [0.5407, -0.9063, -0.7941], [0.4575, -1.1358, 1.4518], [-0.6651, -0.2295, -0.1911], [0.9590, -0.5519, 1.0886], [-2.0153, 0.4626, -0.6563], [0.3541, 0.6009, 0.7899], [0.7182, -0.8968, 1.6272], [0.1184, -1.4590, -0.0837], [-0.3308, -1.6414, 2.4682], [-1.0811, 0.7579, 0.0660], [1.4084, 0.2276, -0.7840], [-0.6963, 0.3397, -0.4508], [1.4636, -0.5951, -0.8585], [-0.1264, 0.2977, -0.3753], [0.1892, 0.5453, -0.2828], [0.2992, -0.2955, -0.5481], [-1.3739, 1.1915, 0.7471], [0.1349, 0.1860, -0.7866], [-1.1229, 0.0576, -1.0270], [0.6262, 0.6335, -1.0122], [0.9299, 0.6936, 1.1800], [-0.7842, 0.3723, -0.7668], [-0.3945, -1.5854, -0.4914], [0.7772, 0.7883, -0.1591], [0.2069, -1.1627, 0.5723], [-0.3561, -0.7429, 1.8969], [0.6134, -0.1121, 0.1869], [0.1564, 0.2040, -0.3334], [-0.4400, -0.3175, -0.4452], [0.0048, -0.1498, 0.1950], [0.3564, 0.3730, -0.2333], [-0.1919, 0.4374, 0.2016], [-0.2453, 0.3057, -0.2318], [-0.0211, 0.1322, -0.1640], [-0.1203, 0.2829, -0.0624], [0.3801, 0.2131, -0.6689], [-0.7302, 0.2558, -0.7624], [-0.7084, -0.7220, 0.4759], [0.7887, 0.7592, -2.4433], [-1.3530, -1.7710, 2.2119], [-1.2986, 1.6071, -0.0229], [1.1080, 1.3028, 1.3721], [0.2258, -0.6125, 0.3174], [1.2983, 0.4923, 0.1571], [-0.1868, 0.3988, 0.5206], [-0.0113, -0.5425, 0.1183], [0.3121, -0.0319, 0.5011], [0.5581, 0.2904, 0.5555], [0.1290, 0.1008, -1.5047], [-0.7681, -0.7479, -0.8962], [0.3223, -0.4787, -0.2146], [0.1254, -0.1779, -0.5875], [-0.2389, 0.4644, -0.3896], [-0.2891, -0.3200, -0.3374]], "mulliken_charge": [1.4264, -1.5035, 0.3613, -0.2262, 0.3519, 0.2535, 0.2824, 0.1289, -0.3461, -0.5509, 1.0669, 0.4018, -0.4155, -0.1358, 0.3655, -1.1848, 0.1102, -1.0002, -0.5233, 0.0553, 0.5267, 0.0776, 0.0754, 0.3661, 0.0946, -1.4266, -0.5403, 1.4988, 0.2924, 0.2509, 0.4066, 0.4502, 0.0186, -2.0034, 0.7693, -0.9251, 0.9652, -0.3711, 0.7727, 0.2464, 0.4858, 0.5113, 0.3144, 0.0132, 0.1804, 0.1028, -0.0933, 0.0735, -0.7309, -0.5361, -1.5622, 0.8625, -0.9063, -0.3739, -0.1798, -0.7347, 0.3808, 0.3935, 0.3866, 0.0588, 0.3607, 0.3368, 0.0112, 0.2569, 0.0958, 0.2668, 0.3042, -1.5454, 0.9709, -1.2343, -0.1133, -0.2750, -0.7231, 0.3908, 0.3215, 0.4021, 0.1546, 0.3689, 0.3093, -0.1894, 0.5171, 0.1202, 0.2412, 0.2509, -0.8907, 0.1125, -1.2267, -0.0023, 0.0715, 1.2494, -0.0387, -0.3833, 0.8568, 0.6338, 0.5302, 0.2442, -0.4807, 0.3600, 0.1229, -0.6035, -1.0281, -1.5452, 0.4525, -0.8973, -0.1081, -0.8355, -0.5557, 0.4166, 0.3501, 0.2949, 0.3933, 0.3959, 0.3843, 0.2988, 0.3818, 0.1744, 0.2377, 0.1509, -1.5804, 1.2958, -1.0353, -0.1858, -0.8257, 0.0785, 0.3434, 0.2595, 0.4497, -0.3256, 0.3734, 0.4903, 0.2327, 0.2739, 0.2882, 0.0320, -0.1560, -1.6265, 0.8618, -0.8507, -0.0585, -0.4841, -0.3781, 0.4234, 0.3453, 0.4131, -0.0252, 0.7170, -0.0356, 0.3919, 0.3109, -0.2624, 0.0384, 0.3161, -0.4657, 2.3637, 0.1690, -0.4175, -0.5470, -0.7299, -0.5289, -0.0340, 0.2906, -1.4770, 0.6698, -0.4708, 0.2634, -0.0495, 0.4018, 0.3236, 0.2194, -1.3704, 1.0871, -1.5934, -0.0320, -1.0427, -0.2154, -0.3549, 0.8502, 0.4465, -0.4858, 0.5782, 0.3739, 0.3184, 0.2875, 0.3704, 0.1321, 0.2200, -1.3693, 1.0335, -1.5357, 0.8044, -0.8578, 0.8833, 0.4530, 0.2599, 0.1476, -0.1526, 0.4602, 0.3242, 0.3487, 0.1863, -0.0767, -0.6166, -0.1318, -0.5105, 0.3095, -1.1756, -0.3273, -0.8297, -0.1909, 0.2461, 0.4450, -0.3509, 0.1971, 0.2709, 0.6979, 0.3315, 0.2775, 0.2823, -0.1734, 0.4309, -1.4891, -0.1008, 0.5571, -0.5222, -0.3563, -0.4541, 0.3332, 0.3982, 0.3256, 0.3800, 0.3188, -0.4229, 0.1936, -0.0735, 0.3896, 0.2764, 0.2742], "largest_force_ev_per_a": 3.37, "lumo_energy_ha": 0.0164, "homo_lumo_gap_ev": 8.7}